1.
{
  "formula": "C3H7NOSi",
  "method": "ωB97M-V with the def2-TZVPD basis set",
  "largest_force_ev_per_a": 2.99,
  "multiplicity": 1,
  "homo_ev": -8.93,
  "smiles": "C#CCNO[SiH3]",
  "symbols": ["C", "C", "C", "N", "O", "Si", "H", "H", "H", "H", "H", "H", "H"],
  "xyz": [[0.2658, 1.3736, -0.1364], [-0.0323, 1.0927, 1.2751], [-0.1236, 0.7829, 2.4201], [-0.3608, 0.8517, -1.3955], [-0.1968, -0.5680, -1.5056], [0.0826, -1.9631, -0.5848], [1.3383, 1.1233, -0.2591], [0.2173, 2.4827, -0.0808], [-0.1593, 0.6107, 3.4445], [-1.3973, 1.0418, -1.6515], [-1.2802, -2.5404, -0.0162], [1.1796, -1.7133, 0.2914], [0.4667, -2.5746, -1.8010]],
  "atomic_forces_ev_per_a": [[0.472, 1.201, -0.569], [-0.537, -1.308, -1.390], [-0.024, 0.208, 0.162], [-1.362, -0.169, 0.918], [-0.197, 0.625, 0.037], [-2.497, 1.502, -0.650], [-0.481, 0.143, -0.053], [0.003, -0.436, -1.105], [-0.149, -0.244, 0.987], [2.213, -0.336, 1.454], [1.542, 0.473, -0.187], [0.552, -0.150, 0.977], [0.466, -1.508, -0.579]]
}

=====

2.
{
  "formula": "C4H26N2O9S",
  "method": "ωB97M-V with the def2-TZVPD basis set",
  "largest_force_ev_per_a": 2.42,
  "multiplicity": 1,
  "homo_ev": -9.07,
  "smiles": "NCN[C@@H](C=O)CS.O.O.O.O.O.O.O.O",
  "symbols": ["O", "C", "C", "C", "S", "N", "C", "N", "H", "H", "H", "H", "H", "H", "H", "H", "H", "H", "H", "H", "O", "H", "H", "O", "H", "H", "O", "H", "H", "O", "H", "H", "O", "H", "H", "O", "H", "H", "O", "H", "H", "O"],
  "xyz": [[-2.3942, -0.0500, -0.7850], [-1.4105, -0.6499, -0.4558], [-1.2977, -1.4583, 0.9098], [-1.3514, -2.8919, 0.4862], [-1.5916, -4.1384, 1.8553], [-0.0880, -0.9994, 1.5432], [-0.2950, 0.0622, 2.5600], [0.6824, 1.1250, 2.4756], [-0.4383, -0.6558, -0.9979], [-2.2196, -1.2481, 1.4704], [-0.5348, -3.1234, -0.2371], [-2.2094, -3.0919, -0.1777], [-0.2746, -4.4318, 2.0083], [0.6968, -0.9749, 0.9086], [-1.3425, 0.3806, 2.5828], [-0.1898, -0.3543, 3.5858], [0.4443, 1.8634, 1.8346], [1.5952, 0.7151, 2.3851], [3.4119, -0.3217, -1.8782], [3.9639, -0.0224, -3.1214], [3.5573, 0.4889, -2.4055], [3.2422, 0.2855, 0.5597], [2.9063, -1.0943, 1.1503], [2.7267, -0.5120, 0.4101], [-1.6733, 0.4466, -2.9820], [-0.2430, 1.0225, -3.1562], [-0.7624, 0.2082, -3.1927], [-2.6014, 2.7337, -2.7224], [-1.0494, 2.8740, -2.7649], [-1.8684, 3.0721, -3.2547], [0.9809, -3.4498, 3.5224], [0.5220, -2.2536, 2.7204], [1.3064, -2.5844, 3.2438], [-5.1971, 0.7081, -0.0507], [-3.8005, 1.0032, 0.3564], [-4.5890, 1.4527, 0.0243], [3.1351, 2.3710, -1.0541], [2.7221, 3.7628, -0.7272], [2.6362, 2.8676, -0.3710], [1.3468, 2.4813, -2.7514], [0.9051, 1.8818, -1.4101], [0.6404, 2.5001, -2.0969]],
  "atomic_forces_ev_per_a": [[0.175, 0.073, -0.426], [0.269, -0.759, 1.943], [-0.796, 1.083, -2.007], [-0.016, -1.577, -0.843], [1.018, 0.499, -0.727], [-1.719, -0.730, 0.947], [0.979, -0.187, 0.780], [-1.164, -0.150, 0.582], [-0.413, 0.205, -0.353], [0.535, 0.173, 0.203], [-0.017, -0.198, 1.019], [-0.099, 0.448, 0.479], [-0.504, 0.027, -0.005], [0.174, 0.692, 0.187], [0.275, 0.465, -0.626], [0.200, -0.257, -0.639], [0.436, -0.128, -0.351], [0.200, 0.459, -0.248], [-0.519, 0.827, 0.788], [0.174, 0.989, -0.644], [0.203, -1.659, 0.031], [0.037, 0.146, 0.101], [0.192, -0.237, 0.276], [-0.085, -0.019, -0.410], [0.230, 0.201, -0.057], [-0.446, -0.075, 0.018], [0.242, -0.452, -0.179], [0.252, 0.147, -0.014], [-0.466, 0.191, 0.005], [-0.044, -0.106, 0.105], [0.397, 0.089, 0.280], [0.991, 0.144, 0.231], [-0.897, -0.333, -0.337], [-0.168, 0.220, -0.140], [0.076, 0.243, -0.285], [-0.121, -0.301, 0.363], [-0.247, -0.003, 0.571], [-0.306, 0.039, 0.379], [1.049, -0.274, -0.651], [0.094, -0.012, 0.092], [0.179, 0.127, 0.165], [-0.350, -0.029, -0.603]]
}

=====

3.
{
  "formula": "C11H18ClInN2O9P2S2Sb",
  "method": "ωB97M-V with the def2-TZVPD basis set",
  "largest_force_ev_per_a": 1.48,
  "multiplicity": 1,
  "homo_ev": -5.45,
  "charge": -1,
  "symbols": ["In", "C", "C", "O", "P", "O", "O", "O", "P", "O", "O", "O", "H", "H", "H", "H", "H", "H", "H", "S", "C", "C", "N", "C", "S", "C", "N", "Cl", "C", "C", "O", "O", "H", "H", "C", "Sb", "C", "C", "H", "H", "H", "H", "H", "H", "H", "H", "H"],
  "xyz": [[1.0504, 0.3207, 0.3100], [-1.5474, 4.0771, 0.1100], [-1.0874, 3.4740, -1.1960], [-1.4165, 4.2884, -2.2897], [0.7160, 3.1960, -1.2105], [1.0840, 2.3818, -2.5162], [1.3847, 4.6142, -1.4599], [1.3052, 2.6052, 0.0233], [-1.6364, 1.7319, -1.5588], [-3.0750, 1.5612, -0.9093], [-1.6435, 1.6329, -3.0362], [-0.6687, 0.7950, -0.8526], [-1.0133, 5.0089, 0.2932], [-1.3652, 3.3786, 0.9243], [-2.6127, 4.2900, 0.0493], [-1.6316, 3.6898, -3.0256], [0.3182, 1.9078, -2.8878], [2.3281, 4.5481, -1.2988], [-2.9653, 1.4444, 0.0438], [3.4851, 0.3668, -0.2353], [3.7266, -1.3323, 0.0383], [5.0715, -1.6578, 0.2711], [6.1878, -1.8695, 0.4431], [2.7677, -2.3152, 0.0806], [1.0525, -2.1257, -0.1117], [3.1924, -3.6314, 0.3261], [3.5253, -4.7102, 0.5397], [1.8445, 1.7034, 2.7799], [0.2048, 1.8506, 3.4039], [-0.7453, 1.1203, 2.4221], [-1.8239, 1.6248, 2.1467], [-0.3023, 0.0172, 1.9847], [-0.0492, 2.9050, 3.5012], [0.1762, 1.3504, 4.3724], [-3.3762, -2.6489, 2.2238], [-2.8290, -1.2956, 0.6038], [-4.9367, -0.9866, 0.0692], [-2.6523, -2.9859, -0.7617], [-4.2863, -3.1810, 1.9705], [-3.5356, -2.0823, 3.1340], [-2.5794, -3.3624, 2.4007], [-5.4577, -1.9337, -0.0131], [-5.0086, -0.4551, -0.8735], [-5.4149, -0.3907, 0.8405], [-3.4980, -3.6551, -0.6320], [-1.7294, -3.5232, -0.5665], [-2.6264, -2.6187, -1.7817]],
  "atomic_forces_ev_per_a": [[0.066, -0.239, -0.140], [0.141, -0.037, 0.016], [0.519, -0.775, -0.174], [-0.257, 0.374, -0.390], [0.439, 0.578, -0.432], [0.019, 0.249, 0.086], [-0.365, 0.175, -0.067], [-0.147, -0.569, 0.430], [-0.149, -0.391, 0.570], [-0.010, 0.296, -0.439], [-0.100, 0.248, -0.362], [0.004, 0.258, 0.045], [-0.011, 0.072, 0.049], [-0.065, 0.133, 0.094], [-0.059, -0.055, -0.022], [0.028, 0.023, -0.036], [-0.191, -0.229, -0.392], [0.383, 0.144, 0.109], [-0.065, -0.127, 0.554], [-0.667, 0.172, 0.133], [-1.238, -0.257, -0.118], [0.854, -0.348, 0.067], [0.285, -0.076, 0.068], [0.309, 1.297, -0.235], [-0.075, 0.202, -0.044], [0.283, -0.850, 0.228], [0.055, -0.270, 0.008], [0.857, 0.129, 0.377], [-0.654, -0.083, -0.075], [-0.181, 0.656, 0.594], [-0.392, 0.351, 0.162], [0.857, -0.369, -0.563], [0.004, -0.143, -0.037], [-0.064, 0.078, -0.051], [0.155, 0.375, -0.122], [-0.911, -1.164, -0.143], [0.416, 0.009, 0.110], [0.057, 0.345, 0.169], [-0.154, -0.089, -0.104], [-0.057, 0.086, 0.211], [0.184, -0.103, -0.011], [-0.033, -0.240, 0.011], [0.029, 0.102, -0.136], [-0.088, 0.131, 0.128], [-0.126, -0.047, 0.031], [0.123, -0.050, 0.045], [-0.008, 0.030, -0.203]]
}

=====

Number 1: DFT total energy -14634.9655 eV, orbital gap 9.798 eV. Number 2: DFT total energy -36811.7681 eV, orbital gap 8.961 eV. Number 3: DFT total energy -97598.2071 eV, orbital gap 7.694 eV.